# 1
ORCA calculation (wB97M-V/def2-TZVPD) on a structure of composition C22H34KO12S4.

Properties
E_tot   -3954.32130 Eh
Total charge   -1
HOMO-LUMO gap   4.3 eV
2S+1   1
Max |F|   1.571 eV Å⁻¹

The geometry in XYZ format:
```
73
C22H34KO12S4 (wB97M-V/def2-TZVPD)
K 0.534 -0.585 0.287
C 1.825 -5.104 1.159
C 3.075 -5.710 1.410
C 4.258 -4.780 1.843
O 5.351 -5.294 2.079
C 3.998 -3.390 1.895
C 2.719 -2.835 1.755
C 1.546 -3.751 1.333
O 0.417 -3.283 0.987
O 2.494 -1.642 2.123
O 3.319 -6.904 1.225
H 1.074 -5.780 0.763
H 4.810 -2.717 2.148
C -5.467 -2.542 0.879
C -5.437 -1.743 -0.422
C -4.749 -0.415 -0.156
S -3.539 -0.762 1.137
O -3.749 0.114 2.259
O -2.243 -0.866 0.533
C -4.088 -2.427 1.501
H -5.723 -3.583 0.690
H -6.225 -2.125 1.550
H -6.409 -1.631 -0.900
H -4.830 -2.274 -1.166
H -5.442 0.285 0.315
H -4.185 0.068 -0.945
H -3.997 -2.591 2.571
H -3.384 -3.074 0.976
C -2.368 4.336 2.945
C -2.152 5.085 1.614
C -1.164 4.232 0.840
S -1.762 2.562 1.077
O -0.636 1.700 1.322
O -2.698 2.241 0.025
C -2.644 2.885 2.612
H -3.167 4.803 3.519
H -1.449 4.424 3.531
H -1.778 6.086 1.824
H -3.100 5.175 1.077
H -0.214 4.286 1.376
H -1.037 4.426 -0.221
H -2.349 2.134 3.337
H -3.685 2.718 2.335
C 5.927 0.762 1.085
C 6.368 -0.656 0.657
C 5.659 -0.983 -0.651
S 4.288 0.201 -0.761
O 3.033 -0.479 -0.946
O 4.658 1.296 -1.633
C 4.421 0.736 0.936
H 6.380 1.498 0.408
H 6.363 1.029 2.048
H 5.995 -1.353 1.405
H 7.449 -0.726 0.556
H 5.156 -1.953 -0.632
H 6.174 -0.919 -1.608
H 3.960 -0.052 1.549
H 3.874 1.673 1.022
C -0.416 0.261 -4.554
C -1.960 0.473 -4.516
C -2.289 1.485 -3.409
S -0.729 2.172 -2.841
O -0.324 1.401 -1.705
O -0.775 3.606 -2.764
C 0.232 1.610 -4.228
H -0.091 -0.076 -5.535
H -0.135 -0.452 -3.780
H -2.385 -0.504 -4.295
H -2.285 0.850 -5.482
H -2.838 1.147 -2.534
H -2.833 2.333 -3.828
H 1.280 1.563 -3.943
H 0.090 2.303 -5.060
```

=====

# 2
ORCA calculation (wB97M-V/def2-TZVPD) on a cluster of 4 separate species, C12H33IN3O3 in total.

Properties
E_tot   -1164.71095 Eh
Total charge   -1
HOMO-LUMO gap   7.2 eV
2S+1   1
Max |F|   2.182 eV Å⁻¹

The geometry in XYZ format:
```
52
C12H33IN3O3 (wB97M-V/def2-TZVPD)
I 7.314 7.690 26.707
C 10.686 8.702 24.917
C 10.067 9.306 23.672
C 10.546 8.618 22.411
O 11.929 8.731 22.028
C 12.399 10.053 21.984
N 8.618 9.257 23.726
H 10.387 9.279 25.792
H 11.774 8.687 24.863
H 10.375 7.660 24.989
H 10.364 10.352 23.598
H 10.012 8.975 21.531
H 10.354 7.546 22.363
H 13.371 9.990 21.495
H 12.462 10.447 22.998
H 11.771 10.728 21.401
H 8.416 9.290 24.715
H 8.428 8.314 23.419
C 8.030 3.911 23.628
C 7.213 5.022 22.846
C 5.715 4.962 23.189
O 5.070 3.923 22.473
C 3.761 3.676 22.929
N 7.764 6.380 23.123
H 8.028 4.278 24.655
H 9.014 3.930 23.162
H 7.575 2.920 23.611
H 7.290 4.821 21.778
H 5.159 5.878 22.992
H 5.611 4.809 24.263
H 3.702 3.185 23.900
H 3.203 3.244 22.098
H 3.194 4.598 23.058
H 8.743 6.134 23.109
H 7.513 6.584 24.080
C 2.011 9.031 24.809
C 3.246 8.297 25.335
C 3.092 6.758 25.296
O 2.136 6.350 26.277
C 2.241 4.998 26.507
N 4.402 8.700 24.484
H 1.693 8.785 23.795
H 2.042 10.120 24.824
H 1.119 8.852 25.409
H 3.372 8.588 26.378
H 4.089 6.343 25.442
H 2.844 6.429 24.287
H 2.201 4.311 25.661
H 1.341 4.645 27.010
H 3.074 4.728 27.156
H 4.301 8.224 23.599
H 5.265 8.333 24.859
```

=====

# 3
ORCA calculation (wB97M-V/def2-TZVPD) on a structure of composition C5H10N2O.

Properties
E_tot   -381.08902 Eh
HOMO-LUMO gap (spin up / spin down)   6.3 / 6.3 eV
2S+1   1
Max |F|   3.291 eV Å⁻¹

The geometry in XYZ format:
```
18
C5H10N2O (wB97M-V/def2-TZVPD)
C -0.101 -0.805 -0.445
C 0.398 -0.453 -1.809
C -0.951 0.157 0.342
N -0.928 1.483 -0.251
C 0.600 -0.036 1.178
C 1.568 0.873 1.260
O -0.322 -2.106 -0.181
N -2.115 -0.314 0.821
H 0.312 -2.649 -0.667
H -1.883 1.745 -0.468
H -0.563 2.142 0.426
H -2.005 -0.682 1.763
H 0.530 -0.840 1.901
H 1.072 -1.218 -2.201
H 0.909 0.507 -1.813
H -0.466 -0.330 -2.467
H 1.680 1.657 0.524
H 2.265 0.869 2.086
```

=====

# 4
ORCA calculation (wB97M-V/def2-TZVPD) on a cluster of 2 separate species, C2H3F2O2Si in total.

Properties
E_tot   -717.75275 Eh
Total charge   -1
HOMO-LUMO gap   6.2 eV
2S+1   1
Max |F|   2.584 eV Å⁻¹

The geometry in XYZ format:
```
10
C2H3F2O2Si (wB97M-V/def2-TZVPD)
C -1.615 -1.484 0.632
C 1.335 0.286 -0.224
O -2.815 -1.376 0.547
O -0.871 -2.410 0.934
F 0.733 3.423 0.738
F -1.171 0.339 -1.701
Si -0.606 0.245 -0.155
H 1.552 1.138 0.416
H 1.622 -0.816 -0.067
H 1.836 0.655 -1.120
```

=====

# 5
ORCA calculation (wB97M-V/def2-TZVPD) on a cluster of 6 separate species, CH14O5 in total.

Properties
E_tot   -422.65005 Eh
HOMO-LUMO gap   10.9 eV
2S+1   1
Max |F|   4.892 eV Å⁻¹

The geometry in XYZ format:
```
20
CH14O5 (wB97M-V/def2-TZVPD)
C -1.688 1.174 -1.643
H -2.554 1.703 -2.068
H -1.102 0.853 -2.537
H -1.254 1.955 -0.953
H -1.978 0.353 -0.983
O -1.189 -1.541 0.551
H -0.917 -1.423 1.454
H -1.993 -0.936 0.499
O 2.631 2.976 1.651
H 3.342 2.629 2.160
H 2.766 2.493 0.885
O -1.348 -2.352 -1.987
H -1.000 -2.180 -1.145
H -0.941 -3.300 -2.186
O 1.681 0.662 -1.822
H 1.182 0.492 -0.983
H 1.627 -0.069 -2.356
O -0.134 -0.861 3.033
H -0.677 -0.481 3.753
H 0.503 -0.209 2.907
```

=====

# 6
ORCA calculation (wB97M-V/def2-TZVPD) on a cluster of 2 separate species, C24H27O6 in total.

Properties
E_tot   -1382.19173 Eh
Total charge   -1
HOMO-LUMO gap   6.4 eV
2S+1   1
Max |F|   2.346 eV Å⁻¹

The geometry in XYZ format:
```
57
C24H27O6 (wB97M-V/def2-TZVPD)
C -6.052 0.243 -0.965
C -5.184 -0.484 -2.044
C -5.710 -1.915 -2.218
C -5.401 0.246 -3.391
C -3.648 -0.446 -1.767
C -2.908 -1.629 -1.580
C -1.537 -1.577 -1.620
C -0.843 -0.335 -1.608
O 0.409 -0.338 -1.369
C -1.615 0.869 -1.745
C -2.995 0.809 -1.712
H -5.830 1.328 -0.908
H -7.121 0.132 -1.241
H -5.916 -0.203 0.039
H -5.188 -2.397 -3.053
H -5.586 -2.494 -1.297
H -6.782 -1.883 -2.453
H -4.835 -0.263 -4.190
H -6.470 0.248 -3.663
H -5.050 1.291 -3.343
H -3.392 -2.591 -1.389
H -0.890 -2.441 -1.568
H -1.046 1.796 -1.845
H -3.580 1.739 -1.652
C 7.263 2.525 -0.884
O 6.279 1.950 -1.735
C 5.088 1.550 -1.218
C 4.212 0.812 -2.077
C 2.991 0.388 -1.606
C 2.594 0.665 -0.286
C 1.254 0.246 0.280
C 1.337 -0.613 1.362
C 0.123 -1.243 1.921
O -0.851 -1.563 1.289
O 0.202 -1.525 3.271
C 1.315 -0.998 4.028
C 1.213 0.493 4.239
C 1.341 -1.733 5.373
O 2.532 -1.371 3.334
C 2.593 -1.177 1.981
O 3.607 -1.434 1.356
C 3.464 1.388 0.546
C 4.697 1.849 0.114
H 8.156 2.532 -1.518
H 6.995 3.556 -0.591
H 7.449 1.910 0.013
H 4.551 0.589 -3.081
H 2.314 -0.189 -2.248
H 0.387 0.927 0.225
H 1.271 1.029 3.286
H 0.270 0.721 4.749
H 2.039 0.813 4.882
H 1.461 -2.812 5.247
H 2.168 -1.371 5.989
H 0.420 -1.545 5.930
H 3.128 1.531 1.589
H 5.311 2.394 0.819
```

=====

# 7
ORCA calculation (wB97M-V/def2-TZVPD) on a cluster of 2 separate species, C5H12O in total.

Properties
E_tot   -272.59835 Eh
Total charge   +1
HOMO-LUMO gap (spin up / spin down)   10.5 / 6.9 eV
<S²>   0.75
2S+1   2
Max |F|   2.601 eV Å⁻¹

The geometry in XYZ format:
```
18
C5H12O (wB97M-V/def2-TZVPD)
C -1.439 -0.177 -1.631
C -0.718 -1.020 -0.525
C 0.312 -0.098 0.058
C 1.335 0.357 -0.744
C 2.411 1.223 -0.186
H -0.766 0.030 -2.453
H -1.904 0.704 -1.199
H -2.230 -0.844 -1.978
H -0.226 -1.884 -0.987
H -1.332 -1.433 0.269
H 0.188 0.244 1.082
H 1.454 0.176 -1.804
H 3.184 1.328 -0.937
H 2.815 0.906 0.774
H 1.972 2.221 -0.024
H -1.470 -1.301 3.596
H -2.155 0.023 3.559
O -1.430 -0.456 3.130
```

=====

# 8
ORCA calculation (wB97M-V/def2-TZVPD) on a cluster of 9 separate species, C44H82N2O9S in total.

Properties
E_tot   -2910.34791 Eh
HOMO-LUMO gap   9.1 eV
2S+1   1
Max |F|   4.679 eV Å⁻¹

The geometry in XYZ format:
```
138
C44H82N2O9S (wB97M-V/def2-TZVPD)
C -2.722 0.488 5.698
C -2.712 1.369 4.692
C -3.441 0.959 3.386
C -2.738 1.487 2.073
C -3.749 2.100 1.090
N -4.455 2.671 0.422
C -1.814 0.446 1.319
C -1.111 -0.384 2.430
N -0.601 -0.932 3.278
C -0.744 1.298 0.499
C 0.712 0.733 0.574
C 0.937 -0.685 -0.070
S 0.002 -1.001 -1.613
O -2.470 -0.346 0.363
C -3.479 -1.204 0.905
C -4.119 -1.965 -0.320
H -2.043 0.555 6.565
H -3.416 -0.378 5.636
H -2.219 2.359 4.730
H -4.457 1.438 3.406
H -3.625 -0.132 3.404
H -2.096 2.339 2.405
H -1.131 1.327 -0.549
H -0.704 2.357 0.835
H 1.116 0.794 1.616
H 1.350 1.445 -0.014
H 2.020 -0.743 -0.344
H 0.801 -1.477 0.707
H -0.811 -2.074 -1.345
H -3.103 -1.992 1.595
H -4.315 -0.601 1.339
H -3.349 -2.297 -1.043
H -4.600 -2.870 0.133
H -4.954 -1.387 -0.774
C -6.246 0.855 -3.709
C -4.792 0.991 -3.296
C -4.159 -0.209 -3.977
O -4.916 -0.457 -5.169
C -6.120 0.321 -5.126
H -6.808 1.787 -3.653
H -6.745 0.116 -3.074
H -4.376 1.916 -3.705
H -4.639 0.997 -2.216
H -4.223 -1.102 -3.346
H -3.113 -0.040 -4.237
H -6.019 1.138 -5.849
H -6.968 -0.300 -5.419
C -7.420 6.263 -3.185
C -5.966 6.402 -2.770
C -5.332 5.203 -3.453
O -6.089 4.957 -4.645
C -7.293 5.732 -4.603
H -7.984 7.194 -3.129
H -7.918 5.523 -2.552
H -5.550 7.328 -3.178
H -5.815 6.407 -1.691
H -5.394 4.309 -2.823
H -4.285 5.373 -3.712
H -7.193 6.549 -5.325
H -8.140 5.109 -4.897
C 3.019 -3.862 5.534
C 1.828 -3.191 4.873
C 2.472 -1.977 4.228
O 3.816 -2.351 3.894
C 4.127 -3.596 4.528
H 2.872 -4.924 5.733
H 3.247 -3.365 6.481
H 1.411 -3.847 4.103
H 1.029 -2.930 5.566
H 2.520 -1.134 4.926
H 1.947 -1.653 3.329
H 4.155 -4.371 3.754
H 5.112 -3.535 4.994
C 2.121 4.309 4.923
C 1.567 4.106 6.321
C 0.289 4.925 6.273
O -0.179 4.885 4.918
C 0.856 4.341 4.086
H 2.819 3.532 4.610
H 2.633 5.274 4.863
H 1.329 3.050 6.476
H 2.246 4.422 7.113
H 0.476 5.972 6.534
H -0.484 4.534 6.938
H 0.552 3.329 3.789
H 0.962 4.950 3.186
C 3.467 -4.175 -4.282
C 2.603 -4.962 -3.313
C 2.762 -4.161 -2.032
O 2.969 -2.799 -2.420
C 3.223 -2.747 -3.827
H 3.214 -4.338 -5.330
H 4.519 -4.439 -4.140
H 1.560 -4.937 -3.642
H 2.901 -6.005 -3.204
H 3.640 -4.488 -1.465
H 1.885 -4.227 -1.384
H 2.338 -2.322 -4.313
H 4.075 -2.092 -4.022
C 6.630 1.627 2.410
C 6.713 3.121 2.157
C 5.591 3.650 3.032
O 5.478 2.757 4.148
C 6.254 1.579 3.880
H 7.554 1.092 2.190
H 5.830 1.191 1.805
H 7.675 3.505 2.509
H 6.601 3.395 1.108
H 4.634 3.643 2.497
H 5.781 4.663 3.390
H 7.144 1.610 4.518
H 5.673 0.692 4.136
C 7.560 -0.066 -6.159
C 6.697 -0.860 -5.195
C 6.851 -0.066 -3.909
O 7.055 1.300 -4.290
C 7.311 1.360 -5.699
H 7.309 -0.225 -7.208
H 8.613 -0.327 -6.017
H 5.655 -0.838 -5.526
H 6.999 -1.902 -5.090
H 7.730 -0.393 -3.343
H 5.974 -0.139 -3.262
H 6.425 1.784 -6.184
H 8.160 2.018 -5.888
C -3.272 -7.332 -1.730
C -3.960 -7.245 -0.380
C -3.312 -6.011 0.223
O -2.978 -5.144 -0.868
C -3.120 -5.867 -2.098
H -3.831 -7.901 -2.473
H -2.287 -7.793 -1.616
H -5.032 -7.074 -0.520
H -3.835 -8.136 0.236
H -2.385 -6.265 0.748
H -3.972 -5.487 0.918
H -4.013 -5.491 -2.608
H -2.253 -5.680 -2.734
```

=====

# 9
ORCA calculation (wB97M-V/def2-TZVPD) on a cluster of 2 separate species, C11H28N2Si2 in total.

Properties
E_tot   -1124.15190 Eh
HOMO-LUMO gap   2.8 eV
2S+1   1
Max |F|   9.765 eV Å⁻¹

The geometry in XYZ format:
```
43
C11H28N2Si2 (wB97M-V/def2-TZVPD)
C 0.929 0.031 -3.617
C 2.134 0.187 -2.880
C 3.687 0.085 -2.310
C 4.650 0.984 -3.281
C 4.917 2.521 -2.783
N 4.252 2.908 -1.481
H -0.060 0.254 -4.243
H 4.074 -1.041 -2.407
H 3.737 0.340 -1.170
H 5.690 0.411 -3.402
H 4.165 1.058 -4.368
H 6.093 2.618 -2.616
H 4.555 3.263 -3.617
H 4.822 2.518 -0.693
H 3.231 2.694 -1.428
H 4.335 3.963 -1.404
C -3.044 -2.653 4.183
Si -3.051 -1.723 2.536
C -4.450 -0.477 2.610
C -3.436 -2.974 1.193
N -1.491 -0.977 2.337
Si -1.117 -0.028 0.927
C -2.219 1.479 0.752
C -1.203 -1.021 -0.661
C 0.659 0.595 1.100
H -4.010 -3.139 4.345
H -2.267 -3.421 4.186
H -2.862 -1.965 5.014
H -5.367 -0.960 2.962
H -4.664 -0.052 1.626
H -4.212 0.338 3.299
H -2.592 -3.653 1.035
H -3.673 -2.487 0.244
H -4.304 -3.576 1.476
H -3.227 1.206 0.431
H -1.809 2.159 -0.001
H -2.289 2.025 1.698
H -0.666 -1.969 -0.560
H -0.742 -0.460 -1.481
H -2.234 -1.232 -0.950
H 1.358 -0.244 1.169
H 0.766 1.214 1.996
H 0.933 1.200 0.231
```

=====

The lowest E_tot belongs to which entry?
C22H34KO12S4

=====

E_tot of number 1 (C22H34KO12S4)?
-3954.32130 Eh